# C5H9NO

A single C5H9NO molecule at a distorted geometry (wB97M-V/def2-TZVPD, the OMol25 dataset).

Last column: natural (NBO) charge in e.
Atoms and positions in Å:
C: -0.179 2.023 -0.438  -0.6071
C: -0.015 0.761 0.410  -0.4378
C: 0.281 -0.492 -0.417  0.1203
O: 1.625 -0.532 -0.871  -0.7159
C: 0.100 -1.791 0.377  -0.5254
C: -1.269 -1.952 0.874  0.2872
N: -2.359 -2.021 1.256  -0.3283
H: -1.065 1.948 -1.077  0.2126
H: -0.283 2.913 0.189  0.2208
H: 0.676 2.217 -1.093  0.1913
H: -0.942 0.613 0.975  0.2264
H: 0.792 0.891 1.144  0.2060
H: -0.429 -0.525 -1.259  0.1633
H: 1.920 0.374 -1.026  0.4740
H: 0.790 -1.793 1.224  0.2521
H: 0.356 -2.636 -0.271  0.2604

Output
Spin multiplicity: 1
HOMO: -10.8919 eV
Largest force on an atom: 1.2 eV Å⁻¹
Molar mass: 99.1 g mol⁻¹
SMILES: CC[C@@H](O)CC#N